Here is a cluster of 2 separate species, C2H4N2S2 in total at a distorted geometry from the OMol25 dataset. Energies are from wB97M-V/def2-TZVPD.

Last column: natural (NBO) charge in e.
Atoms and positions in Å:
C1 0.403 1.514 0.048  0.245
C2 -0.496 -0.891 0.379  -0.138
H1 2.324 -1.158 1.131  0.110
H2 1.663 2.174 0.383  0.191
H3 -0.358 3.067 0.221  0.345
H4 -0.075 -1.777 0.821  0.203
N1 0.494 0.079 0.153  -0.665
N2 -0.814 2.084 -0.063  -0.609
S1 1.948 -0.585 -0.229  0.218
S2 -1.996 -0.738 -0.130  0.100

Computed properties:
**HOMO energy**: -8.75 eV
**Maximum force**: 0.138 hartree/bohr
**Total charge**: 0
**Energy relative to the best compared isomer or geometry (same formula, charge and spin)**: 443.5 kJ/mol
**Electronic energy**: -984.3460 a.u.
**HOMO-LUMO gap**: 8.44 eV

***

Here is a structure of composition C21H14CuN4OS5Se at a distorted geometry from the OMol25 dataset. Energies are from wB97M-V/def2-TZVPD.

Last column: Löwdin spin population.
Atoms and positions in Å:
Cu1 -0.544 0.068 0.750  0.040
O1 4.244 0.508 5.533  0.033
C1 3.459 0.620 4.638  0.013
S1 3.794 0.840 2.865  0.011
C2 2.161 0.617 2.346  0.141
C3 1.157 0.409 3.359  0.176
S2 -0.436 -0.155 3.065  0.205
S3 1.650 0.525 4.956  0.044
S4 1.821 0.649 0.710  0.288
Se1 -3.732 -1.704 0.769  0.000
N1 -1.801 -1.563 0.493  0.002
C4 -1.321 -2.812 0.473  0.001
C5 0.060 -3.166 0.437  0.002
C6 0.403 -4.483 0.400  0.000
C7 -0.576 -5.504 0.309  0.000
C8 -1.933 -5.235 0.344  0.000
C9 -2.332 -3.879 0.500  0.000
N2 -3.593 -3.481 0.676  -0.001
H1 0.842 -2.402 0.422  0.004
H2 1.434 -4.785 0.439  0.000
H3 -0.246 -6.516 0.174  0.000
H4 -2.667 -6.028 0.283  0.000
N3 -0.547 0.127 -1.168  0.001
C10 -0.422 0.037 -2.312  0.001
C11 -0.328 -0.059 -3.733  0.000
C12 0.688 0.530 -4.453  0.000
C13 0.575 0.594 -5.853  0.000
C14 -0.493 -0.027 -6.506  0.000
C15 -1.463 -0.696 -5.752  0.000
C16 -1.378 -0.689 -4.376  0.000
H5 1.591 0.868 -3.946  0.000
H6 1.373 1.074 -6.424  0.000
H7 -0.519 -0.043 -7.594  0.000
H8 -2.211 -1.306 -6.276  0.000
H9 -2.139 -1.188 -3.776  0.000
S5 -1.800 2.441 0.841  0.018
C17 -0.649 3.317 1.653  0.005
N4 -0.449 3.119 3.006  0.007
C18 0.471 3.810 3.724  0.001
C19 1.212 4.824 3.143  0.000
C20 1.035 5.068 1.745  -0.001
C21 0.204 4.263 1.009  0.003
H10 -0.902 2.274 3.389  0.006
H11 0.569 3.556 4.772  0.000
H12 1.973 5.374 3.674  0.000
H13 1.561 5.901 1.344  0.000
H14 0.201 4.309 -0.073  0.000

Computed properties:
**HOMO energy (alpha / beta)**: -6.70 / -6.67 eV
**Maximum force**: 0.070 hartree/bohr
**Total charge**: 0
**Expectation value of S²**: 0.76
**2S+1**: 2
**Energy relative to the best compared isomer or geometry (same formula, charge and spin)**: 0.0 kJ/mol
**Electronic energy**: -7135.7359 a.u.
**HOMO-LUMO gap (alpha / beta)**: 5.53 / 5.38 eV

***

Here is a cluster of 2 separate species, C6H6N2O2 in total at a distorted geometry from the OMol25 dataset. Energies are from wB97M-V/def2-TZVPD.

Last column: natural (NBO) charge in e.
Atoms and positions in Å:
C1 0.548 -0.833 2.524  -0.261
C2 1.349 -0.671 1.355  -0.420
C3 -0.727 -0.521 2.268  -0.086
C4 0.432 -0.319 0.468  0.349
C5 0.939 1.345 -2.545  -0.450
C6 -0.030 0.603 -2.128  0.309
N1 -0.796 -0.256 0.881  -0.602
N2 -1.161 0.007 -1.874  0.376
O1 -1.985 0.690 -1.234  -0.458
O2 -1.429 -1.080 -2.272  -0.340
H1 0.959 -1.149 3.417  0.216
H2 2.296 -0.783 1.265  0.215
H3 -1.589 -0.510 2.856  0.213
H4 0.876 1.775 -3.473  0.233
H5 1.864 1.513 -1.875  0.265
H6 -1.545 0.189 0.368  0.442

Computed properties:
**HOMO energy (alpha / beta)**: -8.62 / -8.85 eV
**Maximum force**: 0.119 hartree/bohr
**Total charge**: 0
**Energy relative to the best compared isomer or geometry (same formula, charge and spin)**: 983.9 kJ/mol
**Electronic energy**: -491.8687 a.u.
**HOMO-LUMO gap (alpha / beta)**: 7.65 / 6.60 eV

***

Here is the molecule C9H19NOSi2 at a distorted geometry from the OMol25 dataset. Energies are from wB97M-V/def2-TZVPD.

Last column: natural (NBO) charge in e.
Atoms and positions in Å:
C1 -1.046 3.206 -1.390  -0.277
C2 -0.063 2.957 -2.391  -0.291
C3 -0.751 2.493 -0.294  -0.060
C4 0.791 2.099 -1.761  -0.059
C5 -0.991 -2.929 1.736  -1.126
C6 -2.423 -0.988 -0.193  -1.082
C7 -0.122 -3.093 -1.348  -1.102
C8 0.755 1.451 2.490  -1.105
C9 2.984 0.413 0.059  -1.172
N1 0.393 1.827 -0.483  -0.752
O1 0.451 -0.856 0.361  -1.304
Si1 -0.728 -1.899 0.142  1.879
Si2 1.292 0.886 0.691  2.023
H1 -1.930 3.687 -1.520  0.209
H2 0.031 3.218 -3.376  0.219
H3 -1.189 2.350 0.643  0.204
H4 1.667 1.739 -2.261  0.206
H5 -0.402 -2.648 2.555  0.229
H6 -2.009 -2.785 2.027  0.226
H7 -0.717 -4.033 1.450  0.233
H8 -2.256 -0.291 -0.987  0.232
H9 -3.165 -1.661 -0.458  0.226
H10 -2.524 -0.522 0.715  0.213
H11 0.281 -4.086 -0.953  0.223
H12 -0.944 -3.418 -2.077  0.226
H13 0.695 -2.712 -1.908  0.225
H14 0.546 2.493 2.443  0.245
H15 -0.062 0.835 2.903  0.265
H16 1.459 1.357 3.264  0.249
H17 2.922 -0.207 -0.855  0.277
H18 3.661 1.348 -0.165  0.256
H19 3.395 -0.231 0.941  0.261

Computed properties:
**HOMO energy**: -8.49 eV
**Maximum force**: 0.100 hartree/bohr
**Total charge**: 0
**Structure (SMILES)**: C[Si](C)(C)O[Si](C)(C)n1cccc1
**Energy relative to the best compared isomer or geometry (same formula, charge and spin)**: 0.0 kJ/mol
**Electronic energy**: -1063.3853 a.u.
**HOMO-LUMO gap**: 8.96 eV

***

Here is a structure of composition C2H3MgO3 at a distorted geometry from the OMol25 dataset. Energies are from wB97M-V/def2-TZVPD.

Last column: Löwdin spin population.
Atoms and positions in Å:
H1 1.247 0.379 -1.026  0.005
O1 -0.214 0.285 1.458  0.028
O2 0.176 1.602 1.032  0.123
C1 -0.125 -0.622 0.449  0.015
H2 -0.490 -1.603 0.765  0.001
Mg1 -1.224 1.976 -0.322  0.688
O3 -0.851 -0.092 -0.831  0.120
C2 0.519 -0.415 -0.843  0.019
H3 0.962 -1.511 -0.682  0.001

Computed properties:
**HOMO energy (alpha / beta)**: -6.46 / -9.15 eV
**Maximum force**: 0.092 hartree/bohr
**Total charge**: 0
**Expectation value of S²**: 0.75
**2S+1**: 2
**Energy relative to the best compared isomer or geometry (same formula, charge and spin)**: 598.8 kJ/mol
**Electronic energy**: -503.6165 a.u.
**HOMO-LUMO gap (alpha / beta)**: 6.78 / 8.61 eV

***

Here is a cluster of 2 separate species, BrH3NOP in total at a distorted geometry from the OMol25 dataset. Energies are from wB97M-V/def2-TZVPD.

Last column: natural (NBO) charge in e.
Atoms and positions in Å:
N1 0.638 1.830 0.444  -1.089
O1 -1.524 -0.799 -0.233  -0.948
P1 1.377 1.305 -0.765  1.093
Br1 1.848 -0.957 -0.412  -0.384
H1 0.509 1.144 1.138  0.386
H2 -2.163 -1.418 -0.195  0.467
H3 -0.686 -1.105 0.022  0.474

Computed properties:
**HOMO energy**: -10.76 eV
**Maximum force**: 0.094 hartree/bohr
**Total charge**: 0
**Structure (SMILES)**: [H]/N=P\Br.O
**Energy relative to the best compared isomer or geometry (same formula, charge and spin)**: 142.6 kJ/mol
**Electronic energy**: -3047.1583 a.u.
**HOMO-LUMO gap**: 10.09 eV

***

Here is the ion C5H6NO3 with charge -1 at a distorted geometry from the OMol25 dataset. Energies are from wB97M-V/def2-TZVPD.

Last column: natural (NBO) charge in e.
Atoms and positions in Å:
C1 -0.365 1.112 -1.414  0.622
C2 2.193 -1.550 -0.329  0.664
C3 0.063 -0.469 0.391  -0.327
C4 0.740 -1.375 -0.539  -0.170
C5 -1.605 1.349 0.675  -0.405
N1 -0.712 0.662 -0.136  -0.485
O1 2.551 -1.200 0.844  -0.779
O2 -0.912 2.100 -1.908  -0.593
O3 2.816 -2.186 -1.229  -0.747
H1 -0.514 -1.074 1.166  0.189
H2 0.907 -0.136 1.078  0.262
H3 0.244 -1.750 -1.424  0.178
H4 -1.202 2.255 1.181  0.179
H5 -2.477 1.624 0.111  0.207
H6 -1.726 0.638 1.531  0.203

Computed properties:
**HOMO energy (alpha / beta)**: -4.39 / -4.06 eV
**Maximum force**: 0.091 hartree/bohr
**Total charge**: -1
**Energy relative to the best compared isomer or geometry (same formula, charge and spin)**: 274.7 kJ/mol
**Electronic energy**: -474.5411 a.u.
**HOMO-LUMO gap (alpha / beta)**: 7.84 / 6.88 eV